Below is C28H40NO2Pd as an isolated structure in a non-equilibrium geometry, with properties calculated with ωB97M-V/def2-TZVPD.

XYZ file:
```
72
Properties=species:S:1:pos:R:3:forces:R:3
O 0.334498 1.363453 -2.081310 1.15 -0.62 0.53
C 0.454347 0.405357 -3.166028 -0.31 -0.04 0.28
C 1.625004 1.178246 -3.764525 1.20 1.43 -0.56
H -0.488665 0.437666 -3.678133 0.39 -0.64 -0.23
H 0.645198 -0.629426 -2.850872 0.42 0.33 0.22
C 1.633669 1.944880 -2.406641 0.47 -0.54 -1.12
H 1.533641 1.954996 -4.554920 -0.44 -1.17 0.39
H 2.578273 0.651546 -3.968231 -0.72 0.06 0.05
C 1.524579 3.466248 -2.457878 0.04 0.22 0.07
H 0.569091 3.762207 -2.941529 0.64 -0.24 0.20
H 2.388206 3.925215 -2.998507 -0.60 -0.39 0.33
H 1.504174 3.887056 -1.439894 0.05 -0.15 -0.23
C 2.897842 1.379859 -1.758423 0.23 -0.04 1.05
H 3.038402 0.341295 -2.103739 0.05 0.49 0.52
H 2.941388 1.402959 -0.663795 0.09 -0.16 -0.91
H 3.766098 1.956210 -2.101891 -0.18 -0.01 -0.24
Pd 0.819302 -0.781963 1.641835 -1.61 -0.50 0.09
C 2.772014 -2.125506 1.793210 0.42 -0.28 -1.03
C 1.633450 -2.944935 1.504437 0.34 -0.26 -0.74
C 1.143335 -2.578587 0.208489 0.71 -0.64 0.03
H 1.260580 -3.756269 2.118701 -0.07 0.26 -0.04
C 1.987041 -1.549884 -0.303440 0.79 -0.43 0.34
C 2.997756 -1.281445 0.666126 0.78 -1.28 -0.66
H 3.823393 -0.584943 0.542112 -0.32 -0.04 0.14
H 3.395751 -2.181434 2.681030 -0.24 0.06 -0.12
H 0.314790 -3.034771 -0.328095 0.11 0.18 0.30
H 1.918880 -1.103049 -1.284877 -0.14 -0.04 0.26
C 1.098430 0.807157 3.524169 -0.13 0.33 -0.38
C 2.191110 0.837873 2.592587 -0.28 1.98 -0.11
C 1.667941 1.351486 1.366510 0.72 0.46 1.08
H 3.228161 0.574699 2.783687 -0.31 0.17 0.04
C 0.254309 1.472631 1.467114 0.12 0.64 0.75
C -0.078914 1.211438 2.834280 0.10 0.99 0.34
H -1.061045 1.360128 3.279412 0.21 -0.40 -0.17
H 1.204990 0.608484 4.590083 -0.21 -0.18 -0.34
H 2.253590 1.688982 0.536071 -0.32 -0.29 0.35
H -0.390949 1.774502 0.639711 0.13 -0.04 0.48
O -1.300477 1.879318 -4.243062 -1.37 1.57 -2.39
C -0.600686 2.509846 -5.348272 0.62 -0.65 0.03
C -1.492382 2.572753 -6.568904 -0.13 0.49 0.37
H 0.256428 1.911564 -5.704159 -0.35 0.05 0.72
H -0.223416 3.481871 -5.000660 -0.15 -0.31 -0.11
C -2.585568 1.552414 -6.267966 -0.03 -0.10 -0.04
H -0.929681 2.282976 -7.463366 -0.17 0.37 0.12
H -1.841877 3.602805 -6.640769 -0.42 -0.16 -0.45
C -2.441775 1.173569 -4.804677 0.49 0.23 1.05
H -2.420814 0.647000 -6.844777 -0.26 0.06 -0.36
H -3.557599 1.980644 -6.471653 -0.30 -0.20 -0.17
H -2.277657 0.102485 -4.665455 0.15 -0.14 -0.16
H -3.311119 1.400567 -4.189487 -0.05 0.28 -0.04
C -0.186974 -2.579848 6.435350 -0.05 0.29 -0.32
N -1.026461 -2.160222 5.340781 -0.84 -0.81 0.74
C -1.684290 -0.899801 5.553523 0.18 0.29 0.18
C -0.481666 -2.414322 4.033725 0.78 -0.01 0.22
C -1.479686 -2.149808 2.945812 -1.07 -0.65 0.10
C -2.772252 -2.692216 3.035259 0.29 0.19 0.01
C -3.716219 -2.371798 2.062948 0.00 -0.20 -0.06
C -3.356322 -1.567531 0.977601 0.26 0.36 -0.29
C -2.046848 -1.070205 0.864392 -1.40 -0.76 0.13
C -1.147407 -1.389316 1.852267 1.17 0.46 -0.01
H 0.710465 -1.943573 6.546547 0.07 -0.05 0.08
H 0.147625 -3.609024 6.264607 -0.04 0.11 0.09
H -0.762188 -2.526826 7.366562 0.15 -0.09 -0.04
H -1.005154 -0.033796 5.454825 -0.06 0.00 0.03
H -2.510736 -0.760318 4.851767 0.14 -0.04 0.04
H -2.088552 -0.901577 6.573937 -0.01 0.10 -0.15
H 0.448168 -1.821797 3.877401 -0.50 -0.24 -0.13
H -0.167979 -3.471211 4.016106 -0.08 0.10 0.00
H -3.008882 -3.345620 3.877458 -0.14 0.18 -0.15
H -4.726378 -2.777332 2.137320 0.19 0.11 -0.06
H -4.087461 -1.327907 0.206913 -0.05 -0.06 0.12
H -1.703839 -0.476126 0.021272 -0.31 0.00 -0.05
```
Forces are in eV/Å.

- Total charge: -1
- LUMO level (spin up / spin down): 2.35 / 2.35 eV
- Largest force on an atom: 3.2 eV Å⁻¹
- Orbital gap (spin up / spin down): 4.16 / 4.73 eV
- ΔE to the lowest compared entry with this formula, charge and spin: 25.1 kcal/mol
- Electronic energy: -38742.8491 eV
- Multiplicity: 3
- <S²>: 2.01